Record 1
The following is a DFT calculation (the ωB97M-V functional and the def2-TZVPD basis) of a cluster of 17 separate species, C54H152N10O17 in total at a distorted geometry.

Structure (XYZ):
```
233
Properties=species:S:1:pos:R:3:forces:R:3
C 22.481148 18.166697 10.872501 0.4 -0.4 0.9
C 23.121072 17.128207 9.972857 -0.3 -0.9 -1.0
O 22.609115 15.798555 10.164773 0.2 0.3 1.2
H 22.424848 17.812840 11.944095 0.4 0.4 -1.0
H 21.497494 18.522003 10.629943 -0.7 -0.3 -0.5
H 23.105321 19.035696 10.782500 0.4 0.6 0.4
H 24.226653 17.157684 10.076145 -0.4 -0.1 0.3
H 22.950825 17.312955 8.882755 -0.1 0.2 0.9
H 22.667057 15.560919 11.134322 0.1 0.3 -1.1
C 20.289379 10.536481 14.549147 1.3 -1.2 -0.4
C 19.499172 11.650080 15.107953 0.4 2.6 1.6
O 18.175423 11.353880 15.540375 -0.5 -0.1 -0.8
H 19.743053 9.644586 14.737650 -0.4 -1.2 0.4
H 21.311243 10.397476 14.968136 -0.8 0.4 -0.1
H 20.409720 10.520208 13.471669 -0.1 0.5 -0.3
H 19.512472 12.538672 14.436493 -0.5 -0.7 0.2
H 19.930856 12.043147 16.059262 0.5 -0.2 -0.7
H 18.093766 10.401877 15.648328 0.0 -0.3 -0.1
C 20.604241 20.588965 17.132283 -0.9 -1.3 -1.1
C 20.818841 20.083469 18.506618 1.2 -1.2 2.6
O 20.252851 21.055982 19.395963 0.5 0.1 -0.4
H 21.137858 19.925279 16.426187 -0.2 0.5 0.0
H 20.890242 21.632309 17.004497 0.2 -0.1 0.2
H 19.521424 20.498701 16.939687 0.4 0.2 -0.3
H 21.920889 20.027704 18.761488 -0.9 0.0 -0.4
H 20.431930 18.991203 18.812753 0.5 2.3 -1.2
H 19.651115 20.616205 19.976476 -0.8 -0.3 0.6
C 24.068318 10.748156 12.715316 -0.2 -0.4 -2.5
C 24.122325 10.758610 14.178881 -0.9 1.7 1.6
O 23.262566 11.892198 14.548433 1.0 -0.4 2.7
H 24.326535 11.720183 12.265644 0.4 -0.2 0.5
H 22.999505 10.639534 12.325578 1.4 -0.5 0.7
H 24.789128 9.994891 12.297186 -1.0 0.5 0.1
H 25.079662 10.947038 14.659700 0.5 0.0 -0.5
H 23.779547 9.841525 14.654167 -0.4 -0.3 -0.2
H 23.449036 12.031346 15.549059 -0.7 -0.3 -2.0
C 19.534457 21.465286 12.663181 0.8 0.9 1.4
C 18.986429 20.475913 13.702551 -0.5 0.2 -2.4
O 17.857745 19.808169 13.150242 0.5 0.4 -0.7
H 18.750654 22.105078 12.215340 0.3 -0.6 0.1
H 20.144558 20.919704 11.949957 -0.2 0.2 -0.5
H 20.233975 22.177364 13.221621 -0.7 -0.9 -0.8
H 18.678726 21.037546 14.539589 -0.1 0.4 1.5
H 19.744916 19.734795 13.886025 0.6 -0.2 0.7
H 17.373951 19.434851 13.882391 -0.9 -0.5 0.6
C 21.536371 16.073975 20.359549 0.3 0.2 -2.2
C 22.977243 16.432507 20.632748 -2.4 1.7 0.4
O 23.048779 17.782524 20.987829 -0.1 1.2 0.7
H 21.167242 16.822914 19.603051 0.3 -1.2 0.2
H 20.889647 16.240725 21.176994 -0.4 -0.1 1.3
H 21.485446 14.992428 20.044430 -0.3 1.2 0.0
H 23.547164 16.270689 19.790244 1.5 -0.7 -2.0
H 23.258006 15.856147 21.421327 1.4 -2.0 2.3
H 23.845769 17.959160 21.538608 -0.3 -0.4 -0.9
C 19.837820 15.604448 16.276302 0.6 -0.7 -0.6
C 20.055464 17.138798 16.088923 0.6 -1.7 1.2
O 18.802713 17.754030 16.032674 -0.6 0.8 0.2
H 20.502281 14.861100 15.762911 -0.3 1.0 -0.2
H 18.826729 15.397693 15.933770 -0.1 -0.2 0.0
H 19.929196 15.247503 17.301595 -0.2 0.5 0.4
H 20.626115 17.397516 15.223637 0.5 -0.1 -0.8
H 20.646859 17.475410 16.968385 -0.6 0.3 -0.5
H 18.466311 17.666642 15.126982 0.1 -0.1 -0.1
C 17.230175 9.419063 18.107079 -1.6 -0.5 0.1
C 18.528641 8.744786 17.700497 0.3 0.8 -0.7
C 19.107246 7.961790 18.862938 -0.8 -3.1 -0.5
O 19.284953 8.707109 19.988275 0.0 1.9 -0.5
C 19.547328 8.016572 21.148251 -0.3 0.8 1.5
N 18.395320 8.001348 16.451224 -1.1 -0.4 0.1
H 17.420014 10.175475 18.857639 0.1 0.0 0.3
H 16.555378 8.622842 18.587922 0.7 1.2 -0.7
H 16.655222 9.970002 17.299326 0.9 -1.0 0.6
H 19.270057 9.501278 17.402813 -0.1 0.3 0.4
H 20.035792 7.410250 18.632613 0.2 0.4 -0.5
H 18.402651 7.078388 19.049317 0.3 0.9 0.0
H 18.604004 7.535630 21.487933 0.7 0.0 0.1
H 19.863253 8.825541 21.862479 -0.3 -1.1 -0.3
H 20.357519 7.298704 21.045656 0.1 -0.3 -0.1
H 17.708606 7.223278 16.410482 0.9 0.8 0.4
H 19.304796 7.729607 16.141592 0.3 -0.6 -0.4
C 16.824098 14.356426 14.261332 -0.3 -0.9 -0.8
C 16.352437 15.705133 13.748879 -0.3 0.3 0.7
C 17.117084 16.314903 12.575407 0.4 -1.8 -0.9
O 18.390454 16.705004 13.038661 0.1 0.6 0.7
C 19.284022 17.181256 12.045401 -0.5 -1.1 -1.1
N 14.896524 15.665394 13.599883 -0.5 2.1 -1.6
H 17.922190 14.337462 14.131660 -0.5 -0.5 0.1
H 16.279724 13.505138 13.696628 1.2 1.2 0.6
H 16.551397 14.201521 15.312810 0.3 0.2 -0.2
H 16.559550 16.457353 14.536150 0.0 -0.4 -0.1
H 16.495427 17.090726 12.190909 -0.2 1.4 -0.1
H 17.241616 15.647519 11.673267 0.0 0.0 0.8
H 20.279054 17.334710 12.461252 -0.1 -0.3 0.3
H 18.980835 18.149782 11.617477 -0.3 -0.4 0.0
H 19.309954 16.346968 11.271952 0.4 1.3 0.4
H 14.558723 14.781979 13.226026 0.2 0.2 -0.1
H 14.575587 16.469478 12.942703 0.5 -2.0 1.5
C 19.777908 14.024648 23.255404 0.4 0.0 -1.4
C 19.223564 14.298218 24.604008 -1.0 -0.8 1.0
C 19.625249 15.607547 25.284007 0.6 0.9 -2.1
O 21.007379 15.890149 25.118832 -0.1 -0.6 1.4
C 21.382322 16.884940 24.232510 -0.4 -0.2 -1.9
N 17.759125 14.279726 24.611337 0.4 0.8 0.9
H 20.869697 13.868277 23.246963 -0.3 0.3 0.0
H 19.516909 14.912958 22.634907 0.3 -0.8 -0.2
H 19.322095 13.082856 22.840480 0.3 1.0 0.2
H 19.520493 13.483552 25.259427 0.2 -0.1 0.3
H 19.380051 15.525816 26.305578 -0.2 0.1 1.3
H 19.105787 16.484827 24.852784 -0.4 -0.5 0.1
H 22.365347 16.577765 23.902698 0.4 0.5 -0.1
H 21.321315 17.938727 24.483025 0.3 0.2 1.2
H 20.757034 16.906465 23.328084 -0.1 -0.5 -0.1
H 17.437207 15.045037 24.060904 -0.5 0.5 -0.5
H 17.301836 13.447771 24.310642 0.1 -0.7 -0.3
C 14.196595 20.111102 14.199563 0.3 -0.2 -2.1
C 14.882377 19.795438 15.479286 -0.4 -0.2 0.8
C 13.787334 19.359927 16.506615 1.9 -1.2 0.1
O 13.034225 18.283982 15.975225 0.2 -0.6 1.0
C 12.331152 17.545054 17.011306 -0.9 0.7 -2.9
N 16.007252 18.854541 15.266850 -1.5 -0.7 -0.9
H 14.927120 20.530968 13.490577 -0.1 -0.1 0.1
H 13.447117 20.876771 14.347894 -0.4 0.0 0.0
H 13.757299 19.224293 13.677775 0.2 0.6 0.7
H 15.305538 20.741802 15.831769 0.1 -0.1 0.3
H 13.111526 20.158821 16.725143 -0.3 0.9 0.3
H 14.352155 19.028195 17.420875 -0.7 0.2 -0.4
H 11.391008 18.050908 17.221565 -0.4 0.0 -0.1
H 12.838526 17.523018 17.914856 1.5 -0.3 1.6
H 12.137940 16.556957 16.580015 0.1 0.2 0.3
H 16.606953 18.784124 16.050470 0.5 0.2 1.2
H 15.612630 17.898368 15.177003 0.1 0.8 -0.1
C 25.365896 15.904162 13.075324 -0.6 0.8 0.1
C 24.328559 15.123205 13.832825 -1.2 0.7 -0.4
C 23.496814 16.086086 14.691882 0.1 0.7 0.2
O 24.310814 16.461453 15.815198 -0.3 0.6 -0.3
C 24.166615 15.584215 16.905171 -0.9 0.2 -0.3
N 23.484049 14.480474 12.791863 0.9 2.1 0.4
H 25.846612 16.675960 13.689992 0.5 -0.7 -0.1
H 24.808124 16.487672 12.334988 0.2 -0.2 -0.3
H 25.973540 15.164428 12.577317 0.9 0.3 -0.2
H 24.802348 14.384225 14.480675 0.0 -0.1 0.1
H 22.544383 15.649133 15.043216 0.3 0.0 -0.2
H 23.242905 17.053657 14.143790 0.4 -1.3 0.5
H 25.034032 15.684916 17.545794 0.1 0.0 0.1
H 24.119958 14.582932 16.479832 -0.1 -0.5 0.6
H 23.234355 15.823667 17.483432 0.6 -0.3 -0.4
H 24.156897 14.159334 12.124268 0.0 -0.6 -0.7
H 23.054945 13.710110 13.207445 -0.9 -1.8 0.6
C 12.764458 11.969017 17.166072 -2.4 -0.3 0.5
C 13.698744 13.096549 17.022358 -0.1 1.7 0.2
C 15.023104 12.787320 17.665536 -0.4 -0.2 -0.2
O 15.852106 13.890321 17.583438 1.4 0.8 0.2
C 17.165199 13.631300 18.116971 -1.4 2.2 1.5
N 13.796128 13.427962 15.569569 0.5 1.3 2.0
H 11.725541 12.427395 17.065084 1.1 -1.1 -0.4
H 12.743408 11.505168 18.170951 0.4 0.1 -0.5
H 12.995834 11.232050 16.383965 -0.5 -0.1 0.3
H 13.285816 13.974963 17.561550 0.2 -0.2 -0.4
H 15.403918 11.979709 17.045611 0.6 -0.7 0.3
H 14.914974 12.532743 18.733395 -0.1 -0.5 -0.3
H 17.634798 14.634776 18.229219 -0.1 -0.9 -0.3
H 17.723064 13.029127 17.469883 0.9 -1.2 -0.9
H 17.073157 13.233107 19.154682 0.1 -0.1 -0.7
H 14.250039 12.621938 15.175809 0.5 -0.1 -0.6
H 14.445903 14.248530 15.572074 -0.7 -1.0 -0.7
C 18.493432 16.996114 19.662301 -0.1 -0.9 -0.3
C 17.144858 17.666844 19.345928 -0.9 -0.3 1.4
C 17.250172 19.131619 18.974951 -0.2 0.5 -0.9
O 17.461632 20.073684 20.019902 0.3 -0.4 -0.3
C 16.518076 21.120445 20.129689 0.3 0.1 1.4
N 16.519439 17.034217 18.199277 1.4 0.5 -1.9
H 19.220181 17.285626 18.885711 -0.2 0.1 0.3
H 18.417626 15.893457 19.560251 -0.2 0.5 0.0
H 18.947337 17.081777 20.644404 -0.2 0.8 0.2
H 16.357902 17.587298 20.141029 1.0 0.0 -0.1
H 16.272125 19.354587 18.460944 1.1 0.0 0.2
H 18.131762 19.161543 18.281054 -0.8 0.5 0.1
H 15.973308 21.389848 19.240036 0.1 -0.1 -0.6
H 17.015115 21.997205 20.552746 0.3 0.0 -0.5
H 15.807873 20.881552 20.912430 -0.6 -0.4 0.1
H 16.247445 16.091857 18.430808 0.0 -0.2 -0.3
H 17.267362 17.048351 17.426260 -1.6 -0.5 1.2
C 27.975978 18.795994 20.509001 -1.8 -1.4 -0.4
C 26.413543 18.786003 20.480343 0.4 0.2 -0.1
C 25.770417 18.632011 19.093012 -1.7 1.4 0.1
O 26.045616 19.811235 18.297690 0.2 -1.0 -0.2
C 25.652716 19.610859 16.927818 1.1 1.6 0.4
N 25.881449 17.768324 21.419266 -0.5 0.5 -1.1
H 28.314599 19.744366 20.251327 0.8 1.6 -0.6
H 28.411565 18.051956 19.837059 0.0 0.0 0.1
H 28.246377 18.585127 21.524518 0.5 -0.1 0.5
H 26.109813 19.792498 20.769615 -0.2 -0.1 0.5
H 24.644154 18.553172 19.110838 0.9 0.1 0.7
H 26.043566 17.719261 18.625192 1.0 -0.9 -0.8
H 26.183815 18.747493 16.531044 0.1 0.2 -0.4
H 25.789081 20.579068 16.362473 0.7 -1.1 0.6
H 24.611315 19.491046 16.805895 -1.5 -0.8 0.3
H 26.227204 16.874993 21.107805 0.0 -0.4 0.1
H 26.225870 17.909882 22.345753 0.4 0.2 0.5
C 21.562096 12.083048 18.764540 -0.3 2.5 -0.3
C 23.073265 11.984725 18.898676 -0.1 -1.8 0.0
C 23.291403 11.150260 20.187683 0.7 2.1 0.0
O 24.645822 11.227125 20.582294 0.2 -0.3 -0.1
C 24.948390 10.267076 21.574418 1.2 -0.4 -0.6
N 23.687097 11.256074 17.723330 0.4 0.6 0.8
H 21.142074 11.116915 18.605700 -0.6 -0.8 -0.1
H 21.262032 12.773951 17.932156 0.3 -0.8 0.4
H 21.098927 12.577291 19.663636 0.5 -0.7 -0.6
H 23.526199 12.972303 18.945282 0.1 0.0 0.3
H 23.012412 10.131792 20.025001 -0.4 -0.9 -0.3
H 22.673429 11.579926 20.982653 -0.1 -0.1 0.1
H 24.762068 9.232692 21.185705 0.4 0.6 0.3
H 24.342919 10.389338 22.446416 -0.6 0.2 0.7
H 26.014312 10.422642 21.894119 -1.0 -0.3 -0.5
H 24.625471 10.937080 18.045814 -0.9 0.3 -0.5
H 23.133466 10.420663 17.549013 0.1 0.0 0.0
C 18.434936 10.167328 9.951085 -1.8 -0.3 -1.6
C 17.592753 10.822962 11.067839 1.5 1.7 -1.5
C 18.244170 12.214889 11.294431 -0.7 -1.3 1.4
O 19.622421 12.009800 11.566734 -0.9 -1.1 -0.1
C 20.333693 13.165185 11.727338 1.6 1.3 -0.2
N 16.146872 11.051050 10.776726 1.1 -1.3 -0.5
H 18.277994 10.795655 9.037216 0.3 -0.5 0.4
H 18.084058 9.133586 9.693163 0.1 0.8 0.3
H 19.496480 10.105602 10.128775 0.2 0.2 0.4
H 17.842801 10.234199 11.895496 -0.6 -0.8 1.8
H 17.753273 12.697879 12.158892 0.2 0.0 -0.3
H 18.031167 12.775380 10.402828 0.3 0.7 -0.6
H 20.313630 13.631813 12.726548 -0.4 -0.2 0.0
H 20.001889 13.883271 10.992982 -0.1 0.7 -0.2
H 21.405355 13.009242 11.494893 -0.5 -0.3 0.1
H 16.039040 10.821811 9.765436 -0.3 0.2 1.1
H 15.625783 10.355355 11.319465 0.0 0.3 -0.5
```
Forces are in eV/Å.

Results
spin multiplicity	1
LUMO energy	0.006	Eh
gap between HOMO and LUMO	9.021	eV
HOMO	-8.87	eV

=====

Record 2
The following is a DFT calculation (the ωB97M-V functional and the def2-TZVPD basis) of the molecule C4H6N2O at a distorted geometry.

Structure (XYZ):
```
13
Properties=species:S:1:pos:R:3:forces:R:3
N -0.728306 1.991414 0.027553 -0.7 0.3 0.0
C -0.034653 0.788160 0.096526 0.0 -0.8 -0.9
C 1.395823 0.681323 0.049872 -1.0 0.5 0.4
C 1.645018 -0.619618 -0.035192 0.7 -1.1 0.0
O 0.530186 -1.373737 -0.044392 0.5 -0.2 0.0
C -0.503233 -0.497259 0.008497 -1.0 0.9 0.1
N -1.814341 -0.989881 0.002526 -0.2 -0.1 0.9
H -1.725081 1.862223 -0.213459 1.0 0.3 0.1
H -0.230582 2.654437 -0.570495 -0.7 -0.3 0.3
H 2.088041 1.476325 0.159590 0.5 0.4 -0.1
H 2.559903 -1.154311 -0.081320 0.5 -0.3 0.0
H -2.084897 -1.394841 0.920875 0.2 0.2 -1.2
H -2.068074 -1.580304 -0.788818 0.2 0.1 0.5
```
Forces are in eV/Å.

Results
spin multiplicity	1
LUMO energy	0.037	Eh
gap between HOMO and LUMO	8.692	eV
HOMO	-7.69	eV

=====

Record 3
The following is a DFT calculation (the ωB97M-V functional and the def2-TZVPD basis) of the molecule C4H10N2O2 at a distorted geometry.

Structure (XYZ):
```
18
Properties=species:S:1:pos:R:3:forces:R:3
N 1.414199 1.979857 -0.748661 0.7 -0.2 0.0
C 0.200104 1.689246 -0.035916 -0.4 0.5 -0.1
C -0.627709 0.666202 -0.794969 -1.7 -0.3 -0.2
C -0.263915 -0.821798 -0.619424 -0.2 0.3 -0.2
N 0.342209 -1.104478 0.679754 -0.2 0.5 -1.2
C -0.092505 -2.114857 1.489733 0.5 0.0 0.4
O 0.629054 -2.793821 2.160768 0.5 -0.2 0.4
O -1.423535 -2.269741 1.593009 -0.1 -0.7 0.2
H 2.311918 1.986627 -0.284834 -0.5 0.2 -0.2
H 1.371544 2.385797 -1.674951 0.0 -0.1 0.5
H -0.427037 2.568532 0.194257 0.1 0.1 -0.7
H 0.398466 1.386577 0.992893 0.4 -0.6 -0.2
H -1.701394 0.775055 -0.566369 0.2 0.0 0.8
H -0.754864 0.897714 -1.860234 0.9 0.1 -0.1
H 0.359341 -1.193188 -1.435343 0.4 0.2 0.2
H -1.167516 -1.419845 -0.754140 0.0 0.0 0.2
H 1.333349 -0.907533 0.668608 -0.1 -0.5 0.4
H -1.901708 -1.710346 0.995818 -0.4 0.6 -0.4
```
Forces are in eV/Å.

Results
spin multiplicity	1
LUMO energy	0.023	Eh
gap between HOMO and LUMO	9.767	eV
HOMO	-9.14	eV